Record 1
DFT (ωB97M-V/def2-TZVPD) results for a molecular structure, C2H4NP.

The geometry in XYZ format:
```
8
Properties=species:S:1:pos:R:3:forces:R:3:lowdin_charge:R:1
C 0.412 1.207 -0.421 0.5137 -0.5381 1.3780 -0.141
C -0.914 0.578 -0.102 1.0527 0.2370 0.4444 -0.467
N -0.062 0.151 1.038 -0.3272 1.1398 -1.2609 -0.229
P 1.001 -0.467 -0.055 -0.7921 -1.4382 -0.4441 0.747
H -1.672 1.220 0.165 -1.6536 1.5404 0.4783 0.069
H -1.229 -0.166 -0.758 -1.0422 -1.7070 -1.0526 0.038
H 0.432 -1.735 -0.623 0.7341 1.1840 0.3960 0.021
H 2.032 -0.788 0.756 1.5146 -0.4179 0.0611 -0.038
```
Positions in Å, forces in eV/Å.

Output
Kohn-Sham gap, Ha: 0.3285
ΔE to the lowest compared entry with this formula, charge and spin, kJ/mol: 454.7
Multiplicity: 1
HOMO energy, eV: -8.9

=====

Record 2
DFT (ωB97M-V/def2-TZVPD) results for 2 unconnected molecules or ions with the total composition C7H14N3O2.

The geometry in XYZ format:
```
26
Properties=species:S:1:pos:R:3:forces:R:3:lowdin_charge:R:1
C -1.230 -3.897 0.610 0.1848 0.4219 -0.7905 -0.061
C -0.901 -3.373 -0.785 -0.0849 -0.6893 0.0973 -0.154
C -0.010 1.349 -1.236 -0.5398 -0.2687 -0.2003 -0.041
C 2.097 1.524 0.058 0.2958 -0.2202 0.2409 -0.040
C -0.744 2.147 -0.060 -0.0498 -0.1830 -0.2296 -0.156
C 1.247 2.224 1.220 0.3192 -0.1761 -0.1216 -0.149
C 1.117 0.669 -0.609 0.1429 0.1240 0.3822 -0.265
N -1.491 -2.948 1.391 -0.5374 -1.2278 1.0764 0.032
N -1.338 -1.761 0.879 0.9056 1.5056 -0.9274 0.029
N 0.160 2.940 0.675 -0.2015 0.6984 0.2594 -0.062
O -1.000 -1.975 -0.637 -0.1252 0.7778 0.6217 -0.163
O 1.166 -0.578 -0.363 -0.0303 0.1348 -0.0231 0.195
H -1.228 -4.927 0.897 -0.0762 -0.3017 0.1968 0.122
H 0.115 -3.659 -1.072 -0.0322 0.0447 -0.0798 0.128
H -1.620 -3.733 -1.529 0.1238 0.0014 0.0709 0.129
H -0.716 0.662 -1.702 0.0370 -0.0382 -0.0490 0.129
H 0.322 2.090 -1.959 0.1228 -0.0210 -0.0137 0.141
H 2.486 2.317 -0.575 -0.0607 -0.0207 -0.1086 0.137
H 2.908 0.952 0.501 0.0419 -0.0746 -0.0654 0.136
H -1.523 2.762 -0.506 -0.0087 -0.1244 -0.0190 0.136
H -1.201 1.407 0.601 -0.0760 0.0225 -0.0254 0.122
H 0.882 1.445 1.893 0.0689 0.0269 0.0428 0.136
H 1.917 2.883 1.770 0.0170 -0.0886 -0.0150 0.136
H -2.180 -1.186 0.915 -0.2067 -0.4003 -0.2683 0.141
H 0.424 3.804 0.220 -0.0697 -0.0339 0.0672 0.142
H 0.342 -1.138 -0.597 -0.1605 0.1103 -0.1187 0.100
```
Positions in Å, forces in eV/Å.

Output
Kohn-Sham gap, Ha: 0.3254
ΔE to the lowest compared entry with this formula, charge and spin, kJ/mol: 302.7
Multiplicity: 1
Total charge: +1
HOMO energy, eV: -12.9

=====

Record 3
DFT (ωB97M-V/def2-TZVPD) results for 2 unconnected molecules or ions with the total composition C9H14O.

The geometry in XYZ format:
```
24
Properties=species:S:1:pos:R:3:forces:R:3:lowdin_spin:R:1
C 1.471 0.161 -2.426 -2.2984 0.8358 2.2580 0.001
C 1.462 -0.986 -3.437 -2.2509 0.1674 0.8132 0.000
H 2.170 1.010 -2.340 -0.0924 -0.4234 -1.3755 0.000
H 0.380 0.631 -2.183 2.3581 -1.0169 -1.1340 0.000
H 1.680 -0.298 -1.479 0.1238 -0.4757 0.9967 0.001
H 0.750 -1.804 -3.095 0.2275 1.2372 -0.1700 0.000
H 1.034 -0.585 -4.350 0.6954 -0.5840 -0.6206 0.000
H 2.341 -1.583 -3.439 1.2716 0.2790 -0.7762 0.000
C 0.235 -2.604 1.146 3.9435 5.1310 -0.2978 0.039
C 0.042 1.169 1.858 0.0770 -4.8333 -0.1492 0.104
C -0.876 1.433 0.832 1.9503 4.3628 -0.8933 0.232
C 0.361 -0.213 1.988 -1.7440 3.4849 -1.5779 0.053
C -0.118 -1.117 1.059 -0.8998 -2.7467 -1.5600 0.238
C -1.398 0.492 -0.076 0.7761 -0.4093 1.8950 0.074
C -0.994 -0.779 0.011 -0.7238 -1.7065 -1.7034 0.054
O -0.885 2.802 0.474 0.9824 -3.5917 2.3345 0.174
H 0.478 1.853 2.508 0.3965 1.4515 0.7338 0.002
H 0.969 -0.621 2.690 1.8868 -0.5481 2.2794 -0.001
H -2.029 0.892 -0.749 -2.1289 0.8435 -2.6321 0.002
H -1.716 2.971 0.099 -2.0087 0.8470 -1.4923 0.004
H -0.365 -2.967 1.851 -1.9498 -2.0623 3.3349 0.013
H 1.303 -2.438 1.398 -0.3661 -1.2484 0.7915 0.009
H -1.290 -1.629 -0.735 0.4219 2.0113 1.4502 0.000
H 0.274 -3.179 0.302 -0.6481 -1.0052 -2.5051 0.001
```
Positions in Å, forces in eV/Å.

Output
Kohn-Sham gap (alpha / beta), Ha: 0.3769 / 0.2313
ΔE to the lowest compared entry with this formula, charge and spin, kJ/mol: 247.0
Multiplicity: 2
Total charge: +1
HOMO energy (alpha / beta), eV: -14.2 / -14.2

=====

Record 4
DFT (ωB97M-V/def2-TZVPD) results for 2 unconnected molecules or ions with the total composition C6H9NO.

The geometry in XYZ format:
```
17
Properties=species:S:1:pos:R:3:forces:R:3:lowdin_charge:R:1
C 2.695 -0.586 0.108 -0.1387 -0.7251 0.0026 -0.222
C 2.455 1.959 0.262 0.0768 -0.0300 0.0142 0.028
C 2.473 0.651 0.277 0.0375 0.9236 -0.1210 -0.100
C -1.152 -1.434 0.015 0.0930 -0.0683 -0.0926 0.036
C -2.890 0.331 0.334 0.2964 0.0959 -0.0741 -0.037
C -1.653 -0.246 -0.290 -0.1156 -0.1369 0.1796 -0.474
N 2.591 -1.806 0.030 -0.1666 -0.4506 0.0672 0.135
O -1.074 0.611 -1.182 -0.1287 0.2371 -0.0021 0.020
H 3.296 2.539 -0.091 0.1667 0.0250 -0.0295 0.060
H 1.601 2.525 0.600 -0.2272 0.0239 0.0859 0.058
H -0.234 -1.802 -0.414 0.2034 -0.0208 -0.0966 0.039
H -1.641 -2.067 0.730 -0.1790 -0.0988 0.1569 0.055
H 3.370 -2.345 -0.332 0.2084 0.2110 -0.0657 0.065
H -3.594 -0.451 0.603 0.0133 -0.0248 0.0062 0.079
H -2.617 0.879 1.240 -0.0694 0.0540 -0.0577 0.085
H -3.357 1.025 -0.358 -0.1274 0.0524 -0.0305 0.077
H -0.269 0.215 -1.532 0.0570 -0.0676 0.0573 0.096
```
Positions in Å, forces in eV/Å.

Output
Kohn-Sham gap, Ha: 0.3101
ΔE to the lowest compared entry with this formula, charge and spin, kJ/mol: 340.8
Structure (SMILES): C=C(C)O.C=C=C=N
Multiplicity: 1
HOMO energy, eV: -8.6

=====

Record 5
DFT (ωB97M-V/def2-TZVPD) results for a molecular structure, C18H11Cl2N2O2RuS2.

The geometry in XYZ format:
```
38
Properties=species:S:1:pos:R:3:forces:R:3:lowdin_spin:R:1
Ru 0.886 0.517 -1.689 1.7025 -3.6492 -1.6870 2.936
Cl 2.237 4.675 4.179 0.1368 0.4140 0.3982 0.002
C 1.841 3.457 3.027 0.1142 0.3493 -1.0630 0.005
C 1.435 2.206 3.455 -0.3936 -1.2299 -0.9529 -0.001
C 1.117 1.228 2.506 0.0348 0.0466 1.2459 0.012
C 1.186 1.440 1.111 0.2382 0.6898 0.7859 0.018
O 0.883 0.507 0.299 0.1318 0.3442 1.7822 0.178
C 1.607 2.737 0.727 0.3338 1.0648 -1.7118 0.007
C 1.740 3.146 -0.706 -0.1703 0.0000 1.6676 0.013
O 1.520 2.467 -1.699 0.3518 2.3314 0.0174 0.112
C 1.931 3.733 1.670 -0.1706 -0.5597 0.5599 -0.001
H 1.358 1.968 4.510 0.0265 0.0979 -0.0766 0.000
H 0.798 0.246 2.858 0.0522 0.2303 -0.1462 0.001
H 2.078 4.186 -0.846 0.0314 -0.0961 -0.0653 0.004
H 2.251 4.716 1.343 -0.0342 -0.0713 -0.0451 0.000
S -1.160 1.882 -1.689 -1.1935 2.7248 -0.0472 0.329
C -2.727 1.185 -1.421 0.6385 1.3638 -0.0996 0.059
C -3.874 2.009 -1.225 -1.4575 0.8781 0.3138 0.011
N -4.833 2.652 -1.060 1.4488 -0.8840 -0.2638 0.017
C -2.728 -0.151 -1.421 0.7281 -0.9455 -0.4293 0.042
S -1.161 -0.849 -1.689 -2.1036 -0.6748 -0.8058 0.277
C -3.875 -0.974 -1.225 -1.4426 -0.8804 0.2293 0.006
N -4.835 -1.616 -1.061 1.4806 0.8891 -0.2462 0.010
Cl 0.223 -3.977 -3.302 -0.0743 0.2573 0.4925 0.002
C -0.113 -3.520 -1.635 0.1587 -0.0865 1.2298 0.000
C -1.065 -4.268 -0.930 0.2167 0.2301 0.0942 0.005
C -1.373 -3.952 0.395 0.2296 0.2597 -0.3942 -0.003
C -0.732 -2.885 1.025 0.4523 0.0305 -0.5717 0.006
C 0.219 -2.131 0.333 -0.1680 -1.7592 0.7791 0.003
C 0.540 -2.438 -0.999 1.2250 -1.2006 -0.3147 -0.001
C 1.570 -1.588 -1.689 0.1548 -0.1084 -0.1098 -0.035
H -1.569 -5.097 -1.410 0.0407 0.0649 -0.0814 0.000
H -2.110 -4.534 0.933 -0.0301 -0.0237 -0.0805 0.000
H -0.972 -2.640 2.052 -0.0119 0.0286 0.0174 0.000
H 0.708 -1.306 0.836 -0.1259 -0.4027 -0.3253 0.000
H 1.755 -1.895 -2.737 -0.1665 0.2040 0.6019 0.014
H 2.532 -1.654 -1.138 -0.7058 0.2537 -0.3520 0.003
H 2.714 0.517 -1.689 -1.6794 -0.1811 -0.3456 -0.029
```
Positions in Å, forces in eV/Å.

Output
Kohn-Sham gap (alpha / beta), Ha: 0.2052 / 0.2293
Multiplicity: 5
Total charge: -1
HOMO energy (alpha / beta), eV: -3.7 / -4.8

=====

Record 6
DFT (ωB97M-V/def2-TZVPD) results for a molecular structure, C9H4BrNO4Tb.

The geometry in XYZ format:
```
20
Properties=species:S:1:pos:R:3:forces:R:3:lowdin_spin:R:1
O -1.778 3.077 -0.024 1.1850 -4.7903 0.7411 -0.002
C -1.538 1.960 0.166 -0.8859 6.3490 -0.9041 0.011
Tb -1.559 -0.451 0.743 -1.2021 -0.6631 0.8080 6.727
O -2.186 1.695 -3.405 0.3857 -1.7883 2.3833 0.000
C -2.042 1.032 -2.489 -0.4014 1.6322 -2.3662 0.003
C -3.646 0.949 1.283 -6.0085 3.8791 1.0904 0.018
O -4.576 1.635 1.424 4.8342 -3.5774 -0.6989 0.001
C -2.873 -1.746 -1.060 -4.1487 -2.8742 -4.6498 0.020
O -3.581 -2.197 -1.863 3.5683 2.2336 3.9827 0.003
Br 4.328 1.705 0.800 -1.3324 -1.3511 -0.3389 -0.515
C 2.943 0.396 0.553 1.3051 1.5139 0.4445 -0.089
C 3.222 -0.971 0.613 -0.0810 -0.6854 -0.0619 -0.035
C 2.190 -1.895 0.481 -0.3380 -0.0871 0.0835 0.014
C 0.880 -1.425 0.302 1.0928 0.8301 -0.2245 -0.069
N 0.612 -0.075 0.287 2.5703 0.2984 -0.1646 0.006
C 1.635 0.850 0.402 -2.1715 -1.5801 -0.2665 -0.100
H 4.242 -1.294 0.761 0.1226 -0.1734 0.0245 0.000
H 2.352 -2.970 0.552 0.2238 0.2432 -0.1254 0.001
H 0.045 -2.167 0.104 0.9972 0.7352 0.2436 0.009
H 1.330 1.894 0.370 0.2842 -0.1442 -0.0010 -0.002
```
Positions in Å, forces in eV/Å.

Output
Kohn-Sham gap (alpha / beta), Ha: 0.1258 / 0.2768
ΔE to the lowest compared entry with this formula, charge and spin, kJ/mol: 0.0
Multiplicity: 7
Total charge: +3
HOMO energy (alpha / beta), eV: -19.3 / -19.4